ORCA calculation (the ωB97M-V functional and the def2-TZVPD basis) on a molecular structure, C17H19Cl5N4PbSbSe4.

Results
**Total charge**: -1
**Energy above the lowest of the compared OMol25 structures with the same formula, charge and spin**: 0.0 kcal per mole
**HOMO**: -0.1657 Ha
**Frontier orbital gap**: 6.615 eV

Last column: natural (NBO) charge in e.
Positions of all 51 atoms, in Å:
Pb 0.654 0.690 -0.619  1.0371
Se -1.986 4.130 -3.107  -0.7738
Sb -2.572 2.143 -1.869  1.0718
Se -1.955 2.332 0.543  -0.9285
Se -1.062 0.248 -2.674  -0.7982
Se -4.848 1.262 -1.990  -0.8321
Cl 1.177 -2.445 -1.518  0.0270
C 2.676 -1.618 -1.899  -0.0751
C 2.718 -0.240 -1.765  -0.4497
C 3.950 0.333 -2.013  0.0320
Cl 4.154 2.067 -1.789  -0.0392
C 5.076 -0.384 -2.415  -0.1326
Cl 6.588 0.395 -2.719  0.0267
C 4.973 -1.764 -2.565  -0.0903
Cl 6.342 -2.691 -3.062  0.0330
C 3.761 -2.395 -2.298  -0.0926
Cl 3.633 -4.110 -2.453  0.0322
N -4.137 -0.413 0.752  -0.6175
C -4.915 -1.514 0.112  -0.2427
C -3.965 -2.367 -0.721  -0.2584
N -2.833 -2.883 0.037  -0.6065
C -2.108 -1.783 0.668  -0.2646
C -2.981 -0.911 1.554  -0.2504
H -4.740 0.168 1.332  0.4274
H -3.848 0.255 -0.008  0.5078
H -5.670 -1.044 -0.515  0.2528
H -5.386 -2.089 0.913  0.1871
H -3.581 -1.751 -1.540  0.2462
H -4.522 -3.194 -1.162  0.2080
H -3.137 -3.554 0.734  0.3432
H -1.688 -1.164 -0.131  0.2331
H -1.280 -2.173 1.262  0.2231
H -2.447 -0.034 1.911  0.2663
H -3.388 -1.473 2.398  0.1953
N 0.934 2.989 -1.451  -1.1437
H 1.887 3.246 -1.678  0.3904
H 0.563 3.614 -0.739  0.4054
H 0.337 3.153 -2.269  0.4317
N -0.700 -1.043 3.953  -0.3495
C 0.097 -0.333 3.527  0.2950
C 1.107 0.540 2.989  -0.1323
C 0.821 1.888 2.789  -0.1598
C 1.777 2.701 2.200  -0.2144
C 3.003 2.175 1.816  -0.1849
C 3.285 0.830 2.023  -0.2182
C 2.339 0.007 2.608  -0.1721
H -0.151 2.283 3.048  0.2459
H 1.545 3.743 2.019  0.2286
H 3.738 2.807 1.335  0.2258
H 4.233 0.419 1.700  0.2271
H 2.533 -1.048 2.748  0.2270